16
Properties=species:S:1:pos:R:3 method="wB97M-V/def2-TZVPD" smiles="C[C@@H](O)CC(N)=O" lumo_energy_ev=0.70 gap_ev=10.14 fmax_ev_per_a=4.15 multiplicity=1 molar_mass_g_mol=103.12 charge=0 de_lowest_ev=1.5635
C 1.78 1.02 -0.52
C 0.71 0.47 0.36
O -0.47 1.20 0.70
C 0.07 -0.77 -0.27
C -1.12 -1.39 0.41
N -2.30 -0.92 0.09
O -0.97 -2.31 1.15
H 2.43 1.86 -0.18
H 2.48 0.45 -1.11
H 1.25 1.57 -1.33
H 1.10 0.13 1.24
H -0.26 2.10 1.04
H -0.18 -0.64 -1.36
H 0.91 -1.52 -0.30
H -3.06 -1.04 0.77
H -2.37 -0.20 -0.68